# 1
This record from the OMol25 dataset describes a molecular structure, C39H47BeN3O5S at a distorted geometry. The level of theory is ωB97M-V/def2-TZVPD.

LUMO level (eV): 4.0639
Frontier orbital gap (eV): 5.57
Charge: -2

Geometry (Å):
Be: -0.6402 -0.1438 0.5712
C: 3.9064 -1.5300 -1.5649
C: 3.1950 -0.2487 -1.9403
C: 4.3444 0.8534 -2.0286
C: 2.4523 -0.4102 -3.2211
C: 3.0105 -0.0931 -4.4266
C: 2.2475 -0.0422 -5.5835
C: 0.9152 -0.4543 -5.5220
C: 0.2452 -0.7980 -4.3597
C: -1.2039 -1.1279 -4.2602
C: -1.4589 -2.6038 -4.5881
C: -2.1262 -0.2050 -5.0654
C: 1.0975 -0.8830 -3.1647
N: 0.5099 -1.2563 -1.9888
C: 0.4223 -2.5367 -1.6153
O: 1.1483 -3.4882 -1.9823
C: -0.7062 -2.7964 -0.6291
C: -1.1077 -4.1022 -0.5538
C: -1.9991 -4.4588 0.4318
C: -2.3734 -3.4888 1.3903
C: -1.9312 -2.1698 1.1895
N: -1.1283 -1.8280 0.2039
C: -2.4024 -1.0507 2.1229
O: -3.1440 -1.2142 3.1053
N: -1.9864 0.1391 1.6527
C: -2.7721 1.2648 1.8726
C: -2.4447 2.0943 2.9518
C: -3.2457 3.2112 3.1257
C: -4.4435 3.3740 2.4788
C: -4.8295 2.5013 1.4736
C: -3.9770 1.4193 1.1053
C: -4.2508 0.6137 -0.1197
C: -4.4351 1.6215 -1.2635
C: -5.5365 -0.2848 -0.0267
C: -1.1852 1.8657 3.7840
C: -1.4382 2.1588 5.3095
C: -0.0016 2.7124 3.1837
H: 4.4558 -1.4839 -0.6355
H: 4.6750 -1.7831 -2.3101
H: 3.2741 -2.4402 -1.5625
H: 2.5431 0.1284 -1.1591
H: 5.2347 0.6146 -2.6304
H: 4.8121 1.0086 -1.0084
H: 3.9116 1.8590 -2.2949
H: 4.0758 0.0977 -4.4971
H: 2.6768 0.2311 -6.5634
H: 0.3567 -0.5841 -6.4519
H: -1.5318 -0.8956 -3.2045
H: -1.4832 -2.7603 -5.6694
H: -2.4119 -2.9185 -4.0851
H: -0.6721 -3.2328 -4.1616
H: -2.1004 -0.3794 -6.1301
H: -1.7679 0.8537 -4.9278
H: -3.1627 -0.2481 -4.7601
H: -0.5983 -4.7540 -1.2501
H: -2.2507 -5.5029 0.6234
H: -3.1343 -3.6745 2.1469
H: -2.9518 3.8749 3.9706
H: -5.1485 4.1458 2.7992
H: -5.7205 2.7088 0.8847
H: -3.3639 -0.0290 -0.2477
H: -5.4925 1.9567 -1.3085
H: -4.2660 1.1378 -2.2091
H: -3.7442 2.5054 -1.1555
H: -6.2664 0.0301 0.7422
H: -5.2699 -1.2902 0.2148
H: -6.0010 -0.3545 -1.0106
H: -0.9702 0.8177 3.6902
H: -1.5560 3.2558 5.5666
H: -0.6783 1.7147 5.9525
H: -2.4072 1.7419 5.6387
H: -0.3946 3.6501 2.7387
H: 0.5079 2.1289 2.4114
H: 0.7393 2.9729 3.9605
C: 6.7813 1.4696 3.5533
C: 5.5399 0.7393 3.1243
C: 4.4964 1.5095 2.5967
C: 3.3409 0.8840 2.1272
C: 3.2364 -0.5117 2.1463
C: 4.2930 -1.3215 2.6424
C: 5.3911 -0.6562 3.1911
S: 1.5848 -1.0912 2.0421
O: 1.0292 -0.9017 3.3704
O: 1.6285 -2.4402 1.5036
O: 0.9086 -0.0718 1.0300
H: 6.6205 1.9842 4.5446
H: 6.9841 2.3334 2.9458
H: 7.6760 0.8526 3.4947
H: 4.5373 2.5954 2.5370
H: 2.4639 1.4296 1.7106
H: 4.1701 -2.4316 2.6250
H: 6.1958 -1.2278 3.7195
C: -0.8930 1.1531 -0.6151
H: -0.8592 2.0046 0.0639
H: -1.7608 1.0086 -1.2367
H: -0.0100 0.9721 -1.2721



# 2
This record from the OMol25 dataset describes a molecular structure, C39H48MnP2Si at a distorted geometry. The level of theory is ωB97M-V/def2-TZVPD.

LUMO level (spin up / spin down) (eV): 0.2083 / -0.1680
Expectation value of S²: 8.844
Frontier orbital gap (spin up / spin down) (eV): 7.60 / 5.31
Charge: 0
Multiplicity: 6

Geometry (Å):
Mn: 0.7220 -1.4382 1.1599
C: -2.4745 0.1912 4.8644
C: -3.0108 0.0917 3.6341
C: -3.1533 1.2102 2.6362
C: -1.9027 1.8202 1.9455
C: -0.7186 2.1981 2.7701
C: -0.7928 2.4820 4.0632
C: -2.0560 2.7375 4.8418
C: -2.6596 1.5025 5.5608
C: 2.4956 -0.5148 2.2109
H: -2.2556 -0.6711 5.4882
H: -3.2768 -0.8797 3.1973
H: -3.7316 1.9983 3.1301
H: -3.7526 0.7560 1.8205
H: -1.5358 1.1456 1.1530
H: -2.2291 2.7059 1.3710
H: 0.2728 2.0579 2.3089
H: 0.1442 2.6677 4.6089
H: -2.8245 3.2081 4.2221
H: -1.8276 3.5195 5.5965
H: -2.2254 1.4975 6.5591
H: -3.7457 1.6948 5.6540
H: 3.5265 -0.8612 2.4427
H: 2.1026 -0.1215 3.1701
H: 2.6370 0.2958 1.4690
P: -0.3676 -1.7215 -3.5267
P: 1.2548 0.5599 -3.7788
C: -1.2341 -0.2600 -4.1298
C: -0.4461 0.8428 -4.2816
C: -0.9166 -2.9371 -4.8179
C: -2.0443 -2.7891 -5.6422
C: -2.3541 -3.7631 -6.6000
C: -1.5305 -4.8784 -6.7699
C: -0.3931 -5.0159 -5.9674
C: -0.0778 -4.0522 -5.0119
C: -1.2644 -2.1245 -1.9881
C: -0.8145 -1.5023 -0.8012
C: -1.4497 -1.7716 0.4269
C: -2.5562 -2.6384 0.4262
C: -3.0134 -3.2319 -0.7617
C: -2.3539 -2.9973 -1.9713
C: 2.0776 1.0120 -5.4172
C: 1.8990 0.1449 -6.5113
C: 2.4487 0.4392 -7.7630
C: 3.1858 1.6194 -7.9454
C: 3.3570 2.4955 -6.8687
C: 2.7978 2.1941 -5.6193
C: 1.5776 2.0803 -2.8075
C: 2.8124 2.1197 -2.1303
C: 3.1675 3.2465 -1.3918
C: 2.2899 4.3381 -1.3238
C: 1.0506 4.2885 -1.9681
C: 0.6836 3.1535 -2.6989
H: -2.3028 -0.3014 -4.3450
H: -0.7565 1.8177 -4.6703
H: -2.6905 -1.9180 -5.5572
H: -3.2439 -3.6585 -7.2217
H: -1.7705 -5.6340 -7.5220
H: 0.2498 -5.8834 -6.0955
H: 0.8235 -4.1612 -4.4072
H: 0.0023 -0.7469 -0.8259
H: -1.0989 -1.2592 1.3778
H: -3.1008 -2.8436 1.3503
H: -3.8770 -3.9004 -0.7773
H: -2.6845 -3.4583 -2.9061
H: 1.3135 -0.7633 -6.3779
H: 2.3199 -0.2520 -8.6022
H: 3.6285 1.8439 -8.9226
H: 3.9427 3.4087 -7.0098
H: 2.9267 2.9093 -4.8113
H: 3.4914 1.2679 -2.2015
H: 4.1289 3.2768 -0.8759
H: 2.5689 5.2294 -0.7614
H: 0.3535 5.1270 -1.9106
H: -0.2896 3.1192 -3.1854
C: 2.9165 -1.4757 7.0088
Si: 1.2207 -0.7808 6.4858
C: 0.0538 -1.1221 7.9809
C: 1.3670 1.1421 6.6139
C: 0.6547 -1.5547 4.9347
H: 3.3725 -1.0281 7.9083
H: 3.6622 -1.3596 6.2106
H: 2.8481 -2.5537 7.2209
H: 0.4666 -0.8265 8.9643
H: -0.9085 -0.5932 7.8858
H: -0.1755 -2.1949 8.0563
H: 1.9451 1.5935 5.7911
H: 0.3925 1.6661 6.6502
H: 1.8896 1.4254 7.5487
H: 1.1439 -2.3777 4.3804
H: -0.2978 -1.3250 4.3803



# 3
This record from the OMol25 dataset describes 3 unconnected molecules or ions with the total composition C39H49BrClF4N3O10PS2 at a distorted geometry. The level of theory is ωB97M-V/def2-TZVPD.

LUMO level (eV): -5.5364
Frontier orbital gap (eV): 3.91
Charge: +1

Geometry (Å):
C: -4.1596 7.5722 -3.6079
O: -2.8279 7.3202 -2.9927
C: -1.7814 8.1054 -3.7112
C: -0.8913 7.0349 -4.5767
C: 0.7111 7.0132 -4.2151
C: 1.0395 6.9638 -2.5980
C: 0.6883 5.4802 -1.9060
C: 0.0366 4.2079 -2.7070
C: -1.5737 3.9636 -2.4016
C: -1.8638 2.3175 -2.3402
S: -3.2800 1.8657 -1.1808
C: -2.6976 0.2579 -0.3289
S: -2.5247 0.3896 1.3880
N: -2.3800 -1.0130 -1.0973
C: -1.1914 -1.7569 -0.5198
C: -1.3096 -2.8417 0.7444
C: 0.0214 -3.6356 1.3417
C: 1.5526 -3.4385 0.7229
C: 1.6672 -2.3826 -0.5615
C: 0.3436 -1.5651 -1.1544
C: -3.5704 -1.9409 -1.2007
C: -4.7473 -2.0705 -0.0242
C: -6.0145 -3.1301 -0.1826
C: -6.2087 -4.1232 -1.5045
C: -5.0354 -4.0027 -2.6777
C: -3.7635 -2.9451 -2.5227
C: 0.9826 5.2683 -0.3090
C: 0.6177 3.8276 0.3803
O: 1.5084 2.8802 0.7423
O: -0.8074 3.5195 0.6939
P: -1.4458 4.7095 1.7935
O: -2.6656 3.8887 2.7630
Br: -2.5732 6.3777 0.7411
C: 1.6067 6.5859 0.5101
C: 1.8425 6.3289 2.1154
C: 3.4566 5.9252 2.2783
C: 4.1645 4.7624 1.3118
N: 4.2270 6.5621 3.2210
C: 1.9354 8.0277 -0.2730
C: 2.5789 9.3242 0.4785
F: 3.0383 9.1448 1.8669
F: 3.7918 9.8994 -0.2223
C: 1.3647 10.4730 0.5806
F: 0.0664 9.7995 0.3516
F: 1.3454 11.0086 1.9837
N: 1.6023 8.1278 -1.7784
Cl: 1.8351 9.6108 -2.7027
H: -4.4910 8.6425 -3.2244
H: -4.0859 7.5682 -4.7899
H: -4.9261 6.7424 -3.2885
H: -1.1141 8.7459 -2.9890
H: -2.2835 8.8712 -4.4763
H: -0.9791 7.3774 -5.7165
H: -1.3139 5.9365 -4.5419
H: 1.1449 5.9907 -4.6552
H: 1.2548 7.8557 -4.8102
H: 0.1492 4.2279 -3.8689
H: 0.6058 3.2241 -2.3422
H: -2.2357 4.3426 -3.3199
H: -1.9653 4.5072 -1.4426
H: -2.1129 1.9258 -3.4400
H: -0.9207 1.7180 -1.9504
H: -2.3379 -3.0679 1.2568
H: -0.0634 -4.3932 2.2596
H: 2.5071 -4.0051 1.1621
H: 2.7178 -2.2289 -1.0576
H: 0.5445 -0.8339 -2.0728
H: -4.7146 -1.4492 0.9677
H: -6.8001 -3.1815 0.6901
H: -7.1442 -4.8544 -1.5891
H: -5.1766 -4.7050 -3.6167
H: -2.9775 -2.9324 -3.4204
H: -3.2341 4.6279 3.1432
H: 1.5568 7.2739 2.7869
H: 1.2461 5.4302 2.5684
H: 3.7494 4.7860 0.2033
H: 5.3413 4.9167 1.2240
H: 3.8978 3.6998 1.7624
H: 5.1865 6.1103 3.1408
H: 1.5712 11.3757 -0.1635
C: 4.6030 -9.0825 0.0442
C: 3.8994 -9.4873 1.3282
O: 4.6730 -9.1088 2.4731
C: 4.6008 -7.8004 2.8250
O: 3.9376 -6.9416 2.2652
O: 5.4166 -7.6049 3.8904
C: 5.5071 -6.2440 4.3062
H: 5.6243 -9.4760 0.0240
H: 4.0605 -9.4563 -0.8290
H: 4.6803 -7.9944 -0.0393
H: 3.8001 -10.5769 1.3587
H: 2.8875 -9.0691 1.3847
H: 4.5153 -5.8126 4.4777
H: 6.0576 -5.6632 3.5602
H: 6.0619 -6.2129 5.2480
C: -0.7493 -8.9208 4.0517
C: -0.1021 -9.2535 2.7183
O: -0.3322 -10.6238 2.3691
C: -1.5597 -10.9035 1.8634
O: -2.4595 -10.0999 1.6760
O: -1.6247 -12.2375 1.6286
C: -2.9027 -12.6831 1.1799
H: -0.4224 -9.6236 4.8246
H: -0.4927 -7.9043 4.3637
H: -1.8391 -8.9975 3.9934
H: 0.9817 -9.1246 2.7996
H: -0.4481 -8.5840 1.9219
H: -3.2441 -12.1075 0.3131
H: -3.6271 -12.6177 1.9971
H: -2.8112 -13.7310 0.8810



# 4
This record from the OMol25 dataset describes a molecular structure, C39H49F4InN6O2 at a distorted geometry. The level of theory is ωB97M-V/def2-TZVPD.

LUMO level (eV): -1.0104
Frontier orbital gap (eV): 4.52
Charge: 0

Geometry (Å):
In: -0.0537 0.5037 0.2324
C: -6.1935 -4.1318 0.5917
C: -5.1275 -3.0831 0.4708
C: -5.0821 -2.2238 -0.5894
C: -4.1687 -1.1345 -0.6387
C: -4.0376 -0.1743 -1.6229
N: -4.6091 0.0019 -2.8258
C: -5.4257 -0.9239 -3.5779
C: -4.6537 -2.1791 -4.0127
C: -3.6341 -1.8807 -5.1244
N: -2.6302 -0.9288 -4.7067
C: -1.6017 -1.0961 -3.8592
C: -0.9061 -2.2066 -3.4214
C: -0.9725 -3.5242 -3.9479
C: -0.1523 -4.5209 -3.5116
C: -0.1376 -5.8770 -4.1539
C: 0.6823 -4.2751 -2.3971
C: 0.7650 -3.0533 -1.7856
C: 1.5491 -2.9340 -0.5671
N: 1.3196 -2.1007 0.3512
C: 2.1016 -2.1451 1.5583
C: 1.1957 -2.6209 2.7092
C: 0.0887 -1.6691 3.1847
N: -0.9529 -1.5107 2.2187
C: -2.0589 -2.0961 2.3915
C: -3.1569 -2.0335 1.4483
C: -4.1223 -3.0070 1.4599
C: -3.2580 -0.9341 0.5024
O: -2.6518 0.1332 0.6549
C: 0.0753 -1.9104 -2.3615
O: 0.3143 -0.7440 -2.0255
H: -6.8984 -4.0745 -0.2346
H: -6.7429 -3.9905 1.5228
H: -5.7599 -5.1313 0.6079
H: -5.7823 -2.3690 -1.3956
H: -3.3380 0.6159 -1.3628
H: -4.3355 0.8457 -3.3025
H: -5.7986 -0.4044 -4.4651
H: -6.2933 -1.2123 -2.9774
H: -5.3699 -2.9173 -4.3823
H: -4.1290 -2.5983 -3.1525
H: -4.1503 -1.4624 -5.9928
H: -3.1650 -2.8132 -5.4375
H: -2.8718 0.0333 -4.8872
H: -1.2135 -0.1645 -3.4521
H: -1.6356 -3.7338 -4.7743
H: -0.8239 -5.9208 -4.9959
H: -0.4191 -6.6397 -3.4291
H: 0.8611 -6.1191 -4.5170
H: 1.2554 -5.1045 -1.9980
H: 2.3462 -3.6911 -0.4528
H: 3.1459 -0.5155 0.7303
H: 2.9007 -2.9061 1.4632
H: 1.8239 -2.8530 3.5718
H: 0.7277 -3.5586 2.3952
H: 0.5114 -0.6797 3.3668
H: -0.3069 -2.0662 4.1368
H: -2.2324 -2.7415 3.2729
H: -4.0960 -3.7791 2.2197
C: 0.4340 3.9548 1.8660
N: -0.5959 2.9601 1.6494
C: -1.2181 2.5326 2.8845
C: -1.6060 3.3939 0.7005
C: -1.0490 3.7301 -0.6951
N: 0.0452 2.8675 -1.0247
C: 0.4347 2.6021 -2.2490
C: 1.6626 1.8768 -2.3815
F: 2.2810 1.5112 -1.2241
C: 2.2116 1.5251 -3.5826
F: 3.3711 0.8314 -3.6230
C: 1.6097 1.8687 -4.7900
C: 0.4104 2.5537 -4.7110
F: -0.2412 2.8605 -5.8653
C: -0.1641 2.9089 -3.5111
F: -1.3930 3.5192 -3.5620
H: 0.0297 4.9241 2.1969
H: 0.9797 4.0860 0.9352
H: 1.1281 3.5934 2.6264
H: -1.7660 3.3466 3.3872
H: -0.4546 2.1603 3.5684
H: -1.9073 1.7179 2.6644
H: -2.1575 4.2762 1.0752
H: -2.3078 2.5607 0.6024
H: -0.6780 4.7680 -0.7001
H: -1.8946 3.6836 -1.3945
H: 2.0488 1.6059 -5.7345
C: 4.8936 -1.6214 2.7529
C: 3.8408 -0.5095 2.7555
C: 4.5097 0.8152 2.3634
C: 3.2716 -0.3343 4.1648
C: 2.7346 -0.7565 1.7146
H: 5.7397 -1.3385 3.3768
H: 5.2566 -1.7954 1.7420
H: 4.4913 -2.5552 3.1409
H: 5.2158 1.1298 3.1300
H: 3.7615 1.5960 2.2425
H: 5.0424 0.7136 1.4215
H: 4.0682 -0.0768 4.8602
H: 2.7931 -1.2359 4.5317
H: 2.5476 0.4755 4.1794
H: 1.9351 -0.0384 1.8946



# 5
This record from the OMol25 dataset describes a molecular structure, C39H49N5OSe2SiTl. The level of theory is ωB97M-V/def2-TZVPD.

LUMO level (eV): 2.1416
Frontier orbital gap (eV): 5.84
Charge: -1

Geometry (Å):
Tl: 0.1768 -0.5687 1.4455
C: 3.5106 3.4981 2.4878
C: 2.7857 2.2239 2.1467
N: 1.5068 2.0916 2.1615
N: 0.7842 3.1933 2.4964
C: -0.5132 2.9173 2.6510
O: -1.0919 1.8154 2.5727
C: -1.3579 4.1367 2.9509
C: -2.7235 3.9662 3.1528
C: -3.5410 5.0565 3.4157
C: -3.0000 6.3332 3.4766
C: -1.6371 6.5115 3.2728
C: -0.8213 5.4207 3.0119
C: 3.5875 1.0251 1.8157
C: 4.9809 1.0353 1.9466
C: 5.7019 -0.1129 1.6721
C: 5.0273 -1.2544 1.2717
C: 3.6479 -1.1748 1.1484
N: 2.9504 -0.0753 1.3980
H: 2.7810 4.2857 2.6424
H: 4.1031 3.3846 3.4001
H: 4.1932 3.7887 1.6845
H: -3.1265 2.9631 3.0931
H: -4.6032 4.9093 3.5708
H: -3.6365 7.1863 3.6798
H: -1.2095 7.5063 3.3163
H: 0.2406 5.5416 2.8498
H: 5.4900 1.9312 2.2689
H: 6.7804 -0.1145 1.7747
H: 5.5454 -2.1778 1.0512
H: 3.0589 -2.0237 0.8140
C: 0.7916 -2.4408 -0.6003
Si: 0.3413 -1.7243 -2.1860
C: -0.9524 -0.3497 -1.9571
N: -0.6279 0.6693 -0.9556
C: 0.5656 1.4467 -1.3566
C: 0.4509 2.9070 -0.9539
C: -0.7102 3.5575 -1.7068
C: -1.9737 2.6687 -1.6498
C: -1.7841 1.5307 -0.6498
C: 1.8425 -1.0201 -3.1046
C: 3.0960 -0.9756 -2.4954
C: 4.1947 -0.4094 -3.1298
C: 4.0587 0.1282 -4.4018
C: 2.8214 0.0911 -5.0325
C: 1.7317 -0.4778 -4.3877
C: -0.5095 -2.8540 -3.4797
C: 0.2173 -3.5313 -4.4632
C: -0.3861 -4.4313 -5.3320
C: -1.7484 -4.6821 -5.2401
C: -2.4949 -4.0267 -4.2708
C: -1.8797 -3.1298 -3.4067
H: 1.6860 -3.0751 -0.6362
H: -0.0428 -3.0404 -0.2120
H: -1.8690 -0.8515 -1.6282
H: -1.1803 0.1063 -2.9395
H: 0.6858 1.4012 -2.4496
H: 1.4612 0.9867 -0.9261
H: 1.3900 3.4160 -1.1834
H: 0.3141 2.9862 0.1228
H: -0.4104 3.7006 -2.7497
H: -0.9136 4.5500 -1.2992
H: -2.1997 2.2608 -2.6388
H: -2.8463 3.2536 -1.3488
H: -2.6654 0.8876 -0.6165
H: -1.6642 1.9394 0.3542
H: 3.2046 -1.3759 -1.4961
H: 5.1538 -0.3805 -2.6254
H: 4.9106 0.5763 -4.8995
H: 2.7065 0.5094 -6.0257
H: 0.7717 -0.5001 -4.8951
H: 1.2833 -3.3502 -4.5538
H: 0.2085 -4.9380 -6.0835
H: -2.2235 -5.3822 -5.9169
H: -3.5594 -4.2148 -4.1874
H: -2.4861 -2.6413 -2.6499
C: -3.0531 -4.5544 -0.3480
Se: -2.6978 -2.8807 0.5842
C: -4.4714 -2.6886 1.3955
C: -4.3664 -1.9864 2.7376
Se: -3.4719 -0.2480 2.5738
C: -2.4241 -0.3852 4.2015
H: -3.8673 -4.4333 -1.0599
H: -3.2866 -5.3473 0.3603
H: -2.1450 -4.8046 -0.8947
H: -4.8805 -3.6929 1.5212
H: -5.1172 -2.1402 0.7090
H: -3.7597 -2.5802 3.4211
H: -5.3563 -1.8521 3.1757
H: -3.0746 -0.4030 5.0734
H: -1.7867 0.4953 4.2079
H: -1.8058 -1.2805 4.1569
C: 1.1060 -4.2977 2.2254
C: 1.3916 -3.5403 3.4381
N: 1.6127 -2.9170 4.3766
H: 0.9582 -3.6056 1.3917
H: 0.2030 -4.8900 2.3621
H: 1.9413 -4.9573 1.9949



Which formula does entry 4 have? C39H49F4InN6O2



Which of these has the lowest charge? C39H47BeN3O5S



Which of these has the highest charge? C39H49BrClF4N3O10PS2



Which of these has the lowest charge? C39H47BeN3O5S